23
Properties=species:S:1:pos:R:3:forces:R:3 method="wB97M-V/def2-TZVPD" e_lumo_ev="-4.49 / -8.35" orbital_gap_ev="9.78 / 5.93" total_charge=+1 homo_energy_ha="-0.525 / -0.525" spin_multiplicity=2
C 1.0014 1.3378 -1.8525 -0.9 -0.1 -0.7
C -0.3374 1.5835 2.2606 2.7 -0.4 -0.8
C 1.0935 1.4412 1.8910 -0.6 -0.4 0.5
C -1.2112 1.5829 1.2133 -1.7 1.0 -1.3
C 1.5099 1.3005 0.5889 -0.5 -1.3 1.9
C -0.8285 1.4182 -0.1169 -0.7 0.3 1.7
C 0.5505 1.3054 -0.4284 0.6 0.2 -1.8
H -0.6580 1.5605 3.2905 0.1 0.3 0.1
H 1.7984 1.2981 2.6987 0.1 0.1 0.0
H -2.2300 1.9028 1.4173 -0.1 -0.7 -0.1
H 2.4545 0.7985 0.4138 0.4 0.9 -0.2
H -1.6142 1.4052 -0.8595 0.3 0.1 -0.3
H 0.1647 1.3329 -2.5547 -0.2 0.0 0.3
H 1.6400 0.5221 -2.2030 0.2 0.0 0.6
H 1.5263 2.2691 -2.0752 0.3 0.1 0.3
C -0.1612 -3.1508 -0.0863 -1.3 0.4 1.7
C -0.9802 -2.1242 -0.8515 -0.5 0.1 -0.7
H -0.6863 -4.1074 -0.0824 0.7 -0.3 -0.9
H 0.8884 -3.1202 -0.3478 0.0 -0.6 -0.2
H -0.2684 -2.9956 1.0020 0.6 0.6 -0.2
H -1.3543 -2.5684 -1.7721 0.0 0.0 -0.2
H -0.4224 -1.2515 -1.1932 0.3 0.1 0.2
H -1.8756 -1.7407 -0.3528 0.2 -0.2 0.3

***

23
Properties=species:S:1:pos:R:3:forces:R:3 method="wB97M-V/def2-TZVPD" e_lumo_ev="-4.62 / -8.26" orbital_gap_ev="9.94 / 6.31" total_charge=+1 homo_energy_ha="-0.535 / -0.535" spin_multiplicity=2
C 2.1763 -2.1430 -1.5268 0.6 0.7 0.0
C 1.2347 -1.9700 -2.7152 -1.3 -1.2 0.0
H 2.8580 -1.2842 -1.4958 0.3 -0.4 0.0
H 1.7360 -2.1432 -0.5356 -0.5 -0.2 -0.2
H 2.7218 -3.0830 -1.5484 0.3 0.2 -0.3
H 1.1710 -2.8833 -3.3125 0.4 0.0 0.0
H 1.4221 -1.1729 -3.4283 0.4 0.2 0.2
H 0.1887 -1.8978 -2.3992 0.0 0.4 0.1
C -2.1683 1.4761 2.9134 0.4 0.8 0.5
C -1.4186 2.0588 0.5806 0.1 0.2 -1.1
C -1.3326 1.2687 1.7071 0.1 -0.3 0.4
C -0.5904 1.8147 -0.5020 0.7 0.0 0.4
C -0.3317 0.2147 1.7082 -0.1 0.6 -0.6
C 0.2597 0.6311 -0.5832 -0.9 1.3 0.2
C 0.3276 -0.1516 0.5310 -0.6 -0.9 0.4
H -2.1084 2.8808 0.4762 -0.1 0.1 0.4
H -0.4768 2.5592 -1.2803 -0.4 -0.1 -0.2
H -3.1091 0.9198 2.9232 0.1 -0.1 -0.2
H -2.4015 2.5339 3.0272 -0.3 0.1 -0.3
H -0.0643 -0.2349 2.6535 -0.2 -0.4 0.0
H 0.7883 0.5026 -1.5169 0.1 -0.5 0.1
H 0.7302 -1.1419 0.5023 0.9 0.0 0.1
H -1.6128 1.2451 3.8215 0.0 -0.4 0.0

***

23
Properties=species:S:1:pos:R:3:forces:R:3 method="wB97M-V/def2-TZVPD" e_lumo_ev="-4.31 / -8.21" orbital_gap_ev="10.37 / 6.46" total_charge=+1 homo_energy_ha="-0.540 / -0.539" spin_multiplicity=2
C -0.7994 2.7708 0.8012 0.2 0.7 -0.8
C -1.9325 2.1033 0.0428 -1.9 0.0 0.6
H -0.2114 3.3638 0.1012 0.3 -0.3 -0.3
H -1.0301 3.5786 1.5069 -0.4 -1.0 0.5
H -0.1681 1.9555 1.1582 0.3 0.6 0.6
H -2.4096 1.2757 0.6084 0.7 -0.1 -0.2
H -1.5843 1.7434 -0.9183 -0.1 -0.1 -0.1
H -2.8730 2.6724 -0.1133 0.9 0.4 -0.2
C -0.7199 -0.7114 -1.7962 -0.3 1.5 1.2
C 2.3461 -2.1922 -0.1523 -0.8 0.2 1.6
C 2.1384 -1.7260 1.1854 0.9 -1.0 -0.8
C 1.3352 -1.9701 -1.0248 0.8 -0.3 -1.4
C 0.2280 -1.0975 -0.7402 0.3 -0.6 -0.4
C 0.9663 -1.0624 1.5746 -0.5 -1.2 -0.6
C 0.0794 -0.6570 0.5884 0.7 0.3 2.2
H 3.1849 -2.8657 -0.2317 0.1 0.1 -0.9
H 2.9064 -2.0675 1.8738 -0.3 0.4 0.4
H 1.3983 -2.4130 -2.0178 -0.2 0.1 0.1
H 0.6891 -1.2345 2.6139 0.0 1.3 0.0
H -0.3028 0.2746 -2.1184 -0.2 -0.4 -0.2
H -1.6376 -0.4070 -1.2745 -0.1 -0.2 -0.5
H -0.6844 -0.0217 1.0021 -0.8 -0.1 -0.8
H -0.9187 -1.3121 -2.6695 0.4 -0.5 0.0

***

23
Properties=species:S:1:pos:R:3:forces:R:3 method="wB97M-V/def2-TZVPD" e_lumo_ev="-4.64 / -8.08" orbital_gap_ev="9.78 / 6.33" total_charge=+1 homo_energy_ha="-0.530 / -0.530" spin_multiplicity=2
C -0.1967 2.7071 -0.4747 -0.2 0.1 0.7
C -0.3730 2.8456 1.0408 0.6 1.1 0.1
H 0.3210 1.7796 -0.7216 0.3 0.3 -0.3
H -1.1517 2.6959 -0.9933 -0.2 -0.2 0.1
H 0.2987 3.6156 -0.8172 0.4 -0.4 -0.3
H 0.5343 3.1904 1.5557 0.3 -0.4 -0.4
H -1.0062 3.7227 1.2169 -0.5 -0.6 0.2
H -0.6632 1.9475 1.5765 -0.6 0.0 -0.1
C 1.5713 -0.7783 -1.6543 -0.2 0.9 0.1
C -1.1603 -2.2453 1.2744 0.1 1.2 -0.5
C -0.1731 -1.2666 1.6309 -0.6 -0.1 0.2
C -1.1653 -2.7938 -0.0302 0.6 -0.7 0.3
C 0.5783 -0.6829 0.6669 0.7 -0.2 -0.2
C -0.2891 -2.3073 -0.9560 -1.1 0.2 -0.3
C 0.5901 -1.2338 -0.6480 0.3 -0.3 -0.2
H -2.0437 -2.2365 1.9045 0.1 -0.8 0.2
H -0.1293 -0.9454 2.6648 0.0 0.1 -0.1
H -1.7578 -3.6580 -0.2999 -0.5 0.3 0.1
H 1.2666 0.1227 0.8872 -0.1 0.0 0.1
H -0.4550 -2.6125 -1.9844 0.6 -0.2 0.0
H 2.1984 -0.0094 -1.2030 0.3 -0.2 -0.3
H 1.0479 -0.2978 -2.4973 -0.2 -0.1 0.2
H 2.1579 -1.5598 -2.1388 0.0 -0.2 0.3

***

29
Properties=species:S:1:pos:R:3:forces:R:3 method="wB97M-V/def2-TZVPD" e_lumo_ev=-1.54 orbital_gap_ev=5.16 homo_energy_ha=-0.246
C -1.5179 2.0556 -2.2677 -0.1 0.0 0.4
C -1.5464 1.5453 -1.0154 -1.0 -1.3 -0.1
Al -0.2075 0.2454 -0.2826 -0.8 0.1 -1.4
C -0.6369 0.1677 1.7283 0.2 -0.4 -0.1
Cl -1.0306 1.7526 2.4946 0.3 -0.2 0.1
C -0.6602 -0.8786 2.5703 -0.3 0.5 0.4
C -1.0270 -0.8546 4.0372 0.1 0.0 -0.2
Cl -0.2414 -2.4414 1.9506 0.1 0.0 0.0
C 1.6013 1.1632 -0.4396 0.0 -0.5 0.8
C 2.7540 0.1868 -0.6320 -0.3 0.1 -0.2
F 1.6473 2.1473 -1.4467 0.1 0.0 0.0
C -0.3305 -1.4990 -1.2790 0.4 0.2 0.2
C -0.4066 -1.2994 -2.7974 0.2 -0.3 0.2
F 0.8376 -2.3209 -1.0356 -0.1 -0.1 0.1
H -1.5549 1.3937 -3.1293 1.6 0.1 -0.2
H -1.4647 3.1266 -2.4665 -1.4 0.1 -0.1
H -2.3264 1.9330 -0.3463 1.2 1.5 0.6
H -1.4006 -1.8251 4.3487 0.1 0.0 0.1
H -1.7723 -0.0912 4.2433 0.0 0.0 0.0
H -0.1440 -0.6288 4.6564 -0.1 -0.1 0.2
H 1.7932 1.6966 0.5166 0.0 0.2 -0.1
H 3.7369 0.6494 -0.5170 0.0 0.0 -0.1
H 2.6655 -0.2715 -1.6177 0.2 0.0 0.0
H 2.6404 -0.6413 0.0755 0.1 0.0 0.1
H -1.1891 -2.0926 -0.9504 0.1 -0.2 0.0
H -1.3723 -1.6283 -3.1814 -0.1 0.3 -0.1
H -0.1732 -0.2844 -3.1149 -0.2 0.0 -0.1
H 0.3426 -1.9518 -3.2518 0.0 0.0 0.0
Li 0.9836 0.6452 3.1500 -0.2 0.1 -0.3

***

31
Properties=species:S:1:pos:R:3:forces:R:3 method="wB97M-V/def2-TZVPD" e_lumo_ev="-4.17 / -3.55" orbital_gap_ev="8.29 / 8.91" total_charge=+1 homo_energy_ha="-0.458 / -0.458" spin_multiplicity=5
Mn -0.2153 -0.3758 0.4296 0.2 0.2 0.0
B 0.6006 0.5235 -2.0193 0.1 0.1 -0.1
N -0.4410 1.5623 -1.5209 0.0 0.0 0.0
C -0.8630 2.7498 -1.9540 0.0 0.0 0.0
C -1.7106 3.2959 -0.9993 -0.1 0.0 0.0
C -1.7636 2.3485 0.0144 0.0 0.0 -0.1
N -0.9867 1.3087 -0.3108 -0.1 0.1 0.0
N 1.8704 0.6554 -1.1420 0.0 0.0 0.0
C 3.0792 1.1935 -1.3119 0.0 0.0 0.1
C 3.7771 1.0976 -0.1158 0.0 0.0 0.0
C 2.8967 0.4710 0.7587 0.0 0.0 -0.1
N 1.7499 0.2033 0.1269 -0.1 0.1 0.1
H 0.8371 0.6471 -3.1812 -0.1 -0.1 0.0
H 0.1134 -0.5823 -1.7060 0.0 0.0 0.0
H -0.5432 3.1307 -2.9094 0.0 0.0 0.0
H -2.2253 4.2389 -1.0442 0.0 0.0 0.0
H -2.3198 2.3595 0.9373 0.0 0.0 0.0
H 3.3715 1.6009 -2.2652 0.0 0.0 0.0
H 4.7810 1.4260 0.0844 0.0 0.0 0.0
H 3.0351 0.1845 1.7882 0.0 0.0 0.0
N -0.5573 -3.5362 2.8796 0.0 0.0 0.0
C -0.6909 -2.6258 1.9397 0.0 0.0 0.0
O 0.1309 -1.6678 1.8592 0.0 -0.2 0.0
C -1.7811 -2.6957 0.9150 0.0 0.0 0.0
C -2.0229 -1.2776 0.3982 0.0 -0.1 0.0
H 0.2140 -3.4786 3.5280 0.0 0.0 0.0
H -1.2047 -4.3023 2.9617 0.0 0.0 0.0
H -2.6742 -3.1856 1.3088 0.0 0.0 0.0
H -1.3987 -3.3363 0.1132 0.0 0.0 0.0
H -2.6669 -0.6982 1.0604 0.0 0.0 0.0
H -2.3917 -1.2351 -0.6235 -0.1 0.0 0.0

***

27
Properties=species:S:1:pos:R:3:forces:R:3 method="wB97M-V/def2-TZVPD" e_lumo_ev="0.14 / 0.14" orbital_gap_ev="5.44 / 5.43" homo_energy_ha="-0.194 / -0.194"
C -0.2848 -0.8641 -1.8815 0.5 -1.5 1.3
C 0.1123 -0.3676 -3.0798 -1.1 0.9 -1.9
C 0.6292 0.9398 -3.2416 0.3 -0.1 -1.9
C 0.9589 1.8353 -2.2025 -0.5 1.4 0.3
C 1.1545 1.5152 -0.8980 0.6 1.6 -0.6
Bi 1.5008 -0.5103 -0.8170 -0.1 -1.0 1.4
P 1.2263 -3.2701 0.4482 -0.4 -0.1 0.3
H -0.9726 -1.6768 -1.6405 0.7 -0.4 -0.9
H -0.1305 -0.9775 -3.9663 -0.3 0.9 -0.1
H 0.5368 1.3734 -4.2502 0.4 -0.4 0.5
H 1.4169 2.2004 -0.1073 0.0 0.4 -0.2
H 0.9891 2.9135 -2.4409 -0.1 -0.5 -0.2
H 2.4232 -3.6139 1.1462 -0.5 -0.3 -0.1
H 1.1160 -4.3479 -0.4799 0.1 0.0 0.6
H 0.2236 -3.5748 1.4143 0.4 -0.5 -0.2
C 0.7021 1.4111 2.5273 0.5 -0.1 0.2
C -0.4245 0.7443 1.8634 -1.1 -1.1 -0.5
N -0.4529 0.0212 0.7519 -0.2 0.7 1.2
C -1.7959 -0.2214 0.4601 0.7 -0.3 0.9
C -2.5591 0.2015 1.5010 0.6 0.2 -0.3
N -1.6763 0.8301 2.3754 -0.7 -0.1 -0.1
H 0.4816 2.4772 2.6526 0.1 -0.2 -0.1
H 0.8537 0.9669 3.5157 0.2 0.1 -0.1
H 1.6067 1.3017 1.9290 0.0 0.0 0.2
H -2.0987 -0.6579 -0.4743 0.0 -0.1 0.2
H -3.6164 0.0836 1.6449 0.0 0.3 0.2
H -1.9199 1.2669 3.2499 0.0 0.1 -0.1

***

27
Properties=species:S:1:pos:R:3:forces:R:3 method="wB97M-V/def2-TZVPD" e_lumo_ev=2.59 orbital_gap_ev=3.07 total_charge=-1 homo_energy_ha=-0.018
C -0.7784 0.8019 -2.7884 0.7 0.1 0.2
C -0.0194 -0.1745 -3.5005 0.4 0.5 0.8
C 1.3566 0.1954 -3.4141 -0.7 0.5 -0.1
C 1.4396 1.4457 -2.7419 -0.5 -0.6 0.4
C 0.1341 1.8023 -2.2964 -0.1 -0.5 -0.4
Ca -1.2747 1.1770 0.7322 -0.1 1.9 -0.6
P -3.4462 -0.4648 0.2975 -1.8 -0.8 -0.5
H -1.8634 0.8243 -2.6804 0.2 0.0 -0.1
H -0.4161 -1.0651 -3.9882 0.1 0.2 0.2
H 2.1936 -0.3736 -3.8139 -0.2 0.2 0.0
H -0.1355 2.7208 -1.7657 0.1 -0.2 -0.3
H 2.3425 2.0296 -2.5838 -0.1 -0.1 0.0
H -3.7031 -1.8001 0.7576 0.1 0.2 0.0
H -3.7580 -0.7113 -1.0879 -0.1 0.1 0.2
H -4.7385 0.0683 0.6545 0.8 -0.3 -0.2
C -0.5753 -0.8152 3.2941 -0.1 -0.3 0.4
C 0.6136 -0.5226 2.4557 0.1 0.7 -1.3
N 0.6166 0.1150 1.2732 1.3 -1.3 0.9
C 1.9429 0.1456 0.8249 -0.8 -0.3 0.8
C 2.7245 -0.4572 1.7571 -0.3 0.1 0.1
N 1.8671 -0.8634 2.7847 0.8 -0.3 0.1
H -0.4580 -1.8167 3.7403 -0.1 0.2 0.0
H -0.6569 -0.0651 4.0997 -0.2 -0.3 -0.4
H -1.5102 -0.8219 2.6972 0.5 0.2 0.5
H 2.1816 0.5930 -0.1248 0.0 0.0 -0.1
H 3.7841 -0.6291 1.7694 0.0 -0.1 0.1
H 2.1368 -1.3382 3.6479 -0.2 0.3 -0.6

***

Energy relative to the best compared isomer or geometry (same formula, charge and spin) values (in kcal per mole) by entry order: 19.0; 16.6; 25.0; 11.2; 0.0; 0.0; 39.4; 0.0.
E_tot values (in Ha) by entry order: -350.97870; -350.98249; -350.96922; -350.99108; -1721.29820; -1876.08054; -1016.55828; -1479.69297.